DFT (ωB97M-V/def2-TZVPD) results for 2 unconnected molecules or ions with the total composition CH2NO4S.

Each line ends with the natural charge from an NBO analysis.
CARTESIAN COORDINATES (ANGSTROEM)
C1 0.11682 1.40308 -1.28724  0.135
N1 -0.48157 2.38298 -1.25963  -0.464
O1 0.10538 -1.25899 1.87416  -0.910
O2 -0.85317 -2.17591 -0.19918  -0.995
O3 1.31367 -1.07353 -0.26831  -1.024
O4 -0.68974 0.24550 0.15352  -0.998
S1 -0.04431 -1.06915 0.24350  2.547
H1 0.80669 0.61505 -1.45936  0.229
H2 0.13327 -0.33265 2.09936  0.480

## Properties
- Kohn-Sham gap (Eh) = 0.3503
- HOMO energy (eV) = -5.668
- 2S+1 = 1
- LUMO energy (eV) = 3.865
- total charge = -1
- ΔE to the lowest compared entry with this formula, charge and spin (kJ/mol) = 84.99

DFT (ωB97M-V/def2-TZVPD) results for a molecular structure, C3H2MgO3.

Each line ends with the natural charge from an NBO analysis.
CARTESIAN COORDINATES (ANGSTROEM)
O1 2.29413 -0.03591 0.30671  -0.701
C1 2.97483 -1.03643 0.10865  0.404
H1 3.96352 -1.09733 0.58320  0.204
H2 2.54123 -1.87672 -0.45379  0.175
O2 0.10914 -0.18241 0.60537  -0.537
Mg1 0.79970 1.19108 -0.66512  1.918
O3 -1.37992 0.36315 0.46774  -0.228
C2 -2.34895 -0.35737 0.49843  0.340
C3 -3.48581 -1.04328 0.57654  0.425

## Properties
- Kohn-Sham gap (alpha / beta) (Eh) = 0.2682 / 0.2666
- HOMO energy (alpha / beta) (eV) = -19.639 / -19.583
- 2S+1 = 1
- LUMO energy (alpha / beta) (eV) = -12.342 / -12.327
- total charge = +2
- ΔE to the lowest compared entry with this formula, charge and spin (kJ/mol) = 713.95

DFT (ωB97M-V/def2-TZVPD) results for a molecular structure, C5H11NO.

Each line ends with the natural charge from an NBO analysis.
CARTESIAN COORDINATES (ANGSTROEM)
C1 -0.21422 1.55553 0.30688  0.123
C2 -2.20944 0.07172 0.06630  -0.636
C3 1.64846 -1.24375 0.30878  -0.682
C4 -0.80873 0.25438 0.58312  -0.306
C5 0.40242 -0.97772 -0.50116  0.215
N1 1.02826 1.79612 0.50643  -0.669
O1 0.66210 -0.43975 -1.69996  -0.691
H1 -0.95363 2.16597 -0.08949  0.145
H2 -2.09623 -0.17940 -0.96397  0.211
H3 -2.78388 0.95255 0.25751  0.205
H4 -2.57791 -0.75479 0.54077  0.212
H5 2.22193 -0.24567 0.18134  0.239
H6 1.57038 -1.35575 1.31080  0.221
H7 2.15849 -2.14555 -0.16715  0.215
H8 -0.52487 -0.33664 1.49816  0.222
H9 -0.31337 -1.75202 -0.74413  0.170
H10 1.28485 2.69349 0.30348  0.332
H11 1.50541 -0.05871 -1.69770  0.473

## Properties
- Kohn-Sham gap (Eh) = 0.3390
- HOMO energy (eV) = -8.146
- 2S+1 = 1
- LUMO energy (eV) = 1.078
- ΔE to the lowest compared entry with this formula, charge and spin (kJ/mol) = 348.20

DFT (ωB97M-V/def2-TZVPD) results for a molecular structure, C22H24Br2IrN2O2Si.

Each line ends with the natural charge from an NBO analysis.
CARTESIAN COORDINATES (ANGSTROEM)
Ir1 -0.63256 0.02397 0.71891  1.363
C1 5.04555 0.08485 -1.13050  -0.651
C2 3.72913 0.04613 -0.40471  0.028
C3 3.65154 -0.13837 0.97900  -0.134
C4 2.43264 -0.19168 1.65604  -0.240
C5 1.35513 -0.04752 0.81862  0.114
Br1 -0.99535 -0.32489 3.01730  -0.156
N1 1.38141 0.13005 -0.44710  -0.460
C6 2.53466 0.18409 -1.11612  0.064
H1 5.87744 0.16873 -0.43502  0.243
H2 5.08761 0.92595 -1.82203  0.249
H3 5.18479 -0.82676 -1.71361  0.256
H4 4.56704 -0.24268 1.54944  0.252
H5 2.35417 -0.33525 2.72329  0.268
H6 2.50388 0.33613 -2.18674  0.234
C7 -4.41899 -1.57639 -0.98363  -1.140
Si1 -2.72729 -1.20083 -1.62821  1.761
C8 -2.57638 0.62641 -1.90267  -1.161
C9 -2.20220 -2.07442 -3.17137  -1.138
N2 -1.51453 -1.63387 -0.32218  -0.870
C10 -1.25592 -2.88397 0.08685  0.189
C11 -0.20043 -3.19071 1.00794  -0.137
C12 0.02496 -4.47127 1.42691  -0.212
C13 -0.77915 -5.51845 0.95650  -0.066
C14 -1.80798 -5.26199 0.04285  -0.188
C15 -2.04337 -3.98687 -0.39282  -0.176
H7 -5.16068 -1.26272 -1.72274  0.272
H8 -4.60009 -1.00690 -0.06828  0.257
H9 -4.59336 -2.63007 -0.76414  0.250
H10 -3.18297 0.85178 -2.78612  0.277
H11 -1.55701 0.95355 -2.12984  0.241
H12 -2.97811 1.22930 -1.08975  0.258
H13 -2.88971 -1.81386 -3.98015  0.271
H14 -2.18318 -3.16080 -3.09047  0.251
H15 -1.20356 -1.73910 -3.46088  0.253
H16 0.43939 -2.39591 1.35964  0.202
H17 0.82899 -4.68047 2.11970  0.245
H18 -0.60157 -6.52961 1.29794  0.244
H19 -2.42297 -6.07464 -0.31928  0.250
H20 -2.84787 -3.80335 -1.08826  0.233
Br2 -0.93304 6.06191 -0.65757  0.545
C16 0.23292 5.34435 0.63758  -0.067
C17 1.17214 6.14116 1.25406  -0.230
C18 1.96397 5.56150 2.23827  -0.126
C19 1.80084 4.22599 2.59168  -0.202
C20 0.85198 3.44836 1.95167  -0.154
C21 0.06078 4.00387 0.95212  -0.176
C22 -0.97744 3.23958 0.24635  0.793
O1 -1.68507 3.82609 -0.63758  -0.412
O2 -1.20332 2.02079 0.46683  -0.739
H21 1.28515 7.18393 0.99172  0.258
H22 2.70391 6.16903 2.74141  0.250
H23 2.40631 3.79967 3.37969  0.241
H24 0.69778 2.41614 2.23945  0.222

## Properties
- Kohn-Sham gap (alpha / beta) (Eh) = 0.2771 / 0.2153
- HOMO energy (alpha / beta) (eV) = -14.361 / -15.163
- 2S+1 = 6
- LUMO energy (alpha / beta) (eV) = -6.822 / -9.304
- total charge = +2
- ΔE to the lowest compared entry with this formula, charge and spin (kJ/mol) = 115.56

DFT (ωB97M-V/def2-TZVPD) results for a single C13H16N2O5 molecule.

Each line ends with the natural charge from an NBO analysis.
CARTESIAN COORDINATES (ANGSTROEM)
N1 -0.74332 -2.64692 -0.25641  -0.839
C1 -1.47801 -1.37947 -0.47262  -0.131
C2 -2.88403 -1.47431 0.04843  -0.546
C3 -3.81664 -0.38877 -0.08131  0.802
O1 -3.59517 0.74883 -0.40358  -0.598
O2 -5.06867 -0.85057 0.29638  -0.684
C4 -0.83504 -0.20500 0.22970  0.690
O3 -0.79155 -0.30455 1.45662  -0.630
N2 -0.54281 1.01548 -0.39772  -0.638
C5 0.27885 1.99637 0.19847  -0.181
C6 1.78039 2.09943 -0.06634  -0.443
C7 2.50576 0.78247 0.04480  -0.015
C8 2.82485 0.15650 1.26242  -0.213
C9 3.14071 -1.24479 1.20174  -0.180
C10 3.07972 -2.02386 -0.02122  -0.229
C11 2.78459 -1.32829 -1.16571  -0.217
C12 2.46228 0.02472 -1.15727  -0.246
C13 -0.36884 3.44460 0.05322  0.803
O4 0.24862 4.46452 -0.30953  -0.571
O5 -1.72847 3.25129 0.29829  -0.692
H1 0.14914 -2.68737 -0.89598  0.391
H2 -0.65747 -2.84552 0.73158  0.384
H3 -1.45008 -1.26472 -1.52749  0.199
H4 -3.21584 -2.42769 -0.32782  0.266
H5 -2.72670 -1.58791 1.18476  0.273
H6 -5.61279 0.02855 0.37048  0.498
H7 -0.18224 0.69400 -1.45405  0.394
H8 -0.01320 1.81344 1.26432  0.247
H9 2.07697 2.94982 0.71166  0.254
H10 1.78100 2.54141 -1.13979  0.234
H11 2.83076 0.74425 2.19497  0.230
H12 3.32496 -1.87825 2.01554  0.211
H13 3.38257 -3.11478 -0.06567  0.226
H14 2.72516 -1.92060 -2.05525  0.209
H15 2.24461 0.56562 -2.10518  0.215
H16 -1.91006 2.25206 0.33957  0.523

## Properties
- Kohn-Sham gap (Eh) = 0.3622
- HOMO energy (eV) = -9.387
- 2S+1 = 1
- SMILES = N[C@@H](CC(=O)O)C(=O)N[C@@H](Cc1ccccc1)C(=O)O
- LUMO energy (eV) = 0.469
- ΔE to the lowest compared entry with this formula, charge and spin (kJ/mol) = 294.96

DFT (ωB97M-V/def2-TZVPD) results for a single C8H16N2O3 molecule.

Each line ends with the natural charge from an NBO analysis.
CARTESIAN COORDINATES (ANGSTROEM)
C1 0.34310 3.79246 -0.78518  -0.598
C2 0.63711 2.38112 -0.21282  -0.185
C3 1.31573 2.50615 1.20962  -0.594
C4 -0.57007 1.49096 -0.02664  -0.456
C5 -0.28044 0.06135 -0.30587  0.451
N1 -0.86453 -0.71770 -1.20238  0.312
O1 -1.86629 -0.50008 -1.90398  -0.529
O2 -0.26195 -1.96469 -1.56150  -0.448
C6 -0.91203 -3.31671 -1.41109  0.082
N2 -0.84731 -3.55122 -0.03357  -0.633
C7 0.22640 -3.10302 0.75330  -0.244
C8 0.25693 -1.61859 1.30000  -0.064
O3 0.65909 -0.55395 0.50970  -0.522
H1 0.83840 4.50711 -0.19694  0.203
H2 -0.60002 4.08778 -0.70227  0.201
H3 0.58503 3.91304 -1.76528  0.207
H4 1.29923 2.00153 -0.84547  0.198
H5 2.15114 2.99966 1.09798  0.194
H6 1.64320 1.46723 1.37790  0.218
H7 0.68243 2.89874 1.97974  0.199
H8 -1.20228 1.68400 -0.78152  0.239
H9 -1.00453 1.55782 0.98004  0.223
H10 -1.91956 -3.14312 -1.80316  0.227
H11 -0.12656 -3.88341 -1.92253  0.205
H12 -1.72823 -3.30010 0.51942  0.362
H13 1.03314 -3.07892 0.14772  0.208
H14 0.29639 -3.69916 1.69537  0.197
H15 -0.73227 -1.37303 1.63455  0.155
H16 0.94875 -1.54524 2.25487  0.190

## Properties
- Kohn-Sham gap (Eh) = 0.3347
- HOMO energy (eV) = -8.201
- 2S+1 = 1
- SMILES = CC(C)C/C1=[N+](\[O-])OCNCCO1
- LUMO energy (eV) = 0.906
- ΔE to the lowest compared entry with this formula, charge and spin (kJ/mol) = 810.48

DFT (ωB97M-V/def2-TZVPD) results for a molecular structure, Br3Mn.

Each line ends with the natural charge from an NBO analysis.
CARTESIAN COORDINATES (ANGSTROEM)
Mn1 -0.06299 0.28595 -0.17950  1.358
Br1 -2.54981 0.20806 0.96491  -0.811
Br2 1.69247 -0.44177 1.58426  -0.793
Br3 0.92034 -0.05224 -2.36968  -0.754

## Properties
- Kohn-Sham gap (alpha / beta) (Eh) = 0.3274 / 0.3188
- HOMO energy (alpha / beta) (eV) = -5.663 / -5.763
- 2S+1 = 6
- LUMO energy (alpha / beta) (eV) = 3.245 / 2.911
- total charge = -1
- ΔE to the lowest compared entry with this formula, charge and spin (kJ/mol) = 0.00

DFT (ωB97M-V/def2-TZVPD) results for a molecular structure, C13H20BN7RuS4.

Each line ends with the natural charge from an NBO analysis.
CARTESIAN COORDINATES (ANGSTROEM)
Ru1 0.01282 0.22619 0.48191  0.469
C1 3.61032 -0.03012 2.17187  -0.413
N1 2.69505 1.10386 2.35073  -0.276
C2 3.04970 2.40847 2.35759  0.002
C3 1.90263 3.13878 2.57688  0.011
N2 0.87804 2.27366 2.71647  -0.439
B1 -0.61061 2.65438 3.01232  0.174
N3 -1.56597 2.17793 1.79610  -0.433
C4 -2.90685 2.05287 2.05475  -0.024
C5 -3.57943 2.13466 0.87573  -0.007
N4 -2.64876 2.28883 -0.11387  -0.304
C6 -2.93891 2.43122 -1.54136  -0.414
C7 -1.42616 2.31821 0.45937  0.161
S1 0.10657 2.28873 -0.34792  0.230
C8 1.35576 1.02089 2.56374  0.130
S2 0.36533 -0.38813 2.65978  0.185
H1 4.59700 0.27076 2.51057  0.247
H2 3.65215 -0.31247 1.12324  0.237
H3 3.26013 -0.87023 2.76350  0.247
H4 4.06794 2.72741 2.21168  0.262
H5 1.76656 4.20371 2.65781  0.269
H6 -0.68381 3.84885 3.05380  -0.004
H7 -1.00617 2.07974 3.98206  -0.001
H8 -3.27357 1.94449 3.06083  0.272
H9 -4.63521 2.10179 0.66490  0.262
H10 -3.79870 1.81525 -1.78847  0.240
H11 -2.07478 2.10232 -2.11179  0.229
H12 -3.15185 3.47207 -1.77446  0.247
S3 -1.59618 -0.92957 -0.49772  0.122
C9 -0.84618 -2.07175 -1.64718  0.395
N5 -0.69174 -1.70691 -2.89984  -0.534
C10 -0.22167 -2.62733 -3.95129  -0.227
C11 0.64745 -3.70150 -3.32314  -0.440
C12 -0.06821 -4.34585 -2.14887  -0.227
N6 -0.58720 -3.29540 -1.25006  -0.530
H13 -0.91909 -0.75552 -3.14085  0.432
H14 0.33494 -2.04313 -4.67981  0.243
H15 -1.09111 -3.05811 -4.45023  0.226
H16 1.58895 -3.26745 -2.98521  0.237
H17 0.87844 -4.46217 -4.06621  0.264
H18 0.61198 -4.96534 -1.56958  0.249
H19 -0.90471 -4.96363 -2.47752  0.227
H20 -0.74614 -3.51618 -0.27871  0.440
S4 3.09266 -3.05736 -0.45746  0.041
C13 2.11851 -1.82256 -0.33842  0.165
N7 1.38007 -0.89435 -0.26562  -0.640

## Properties
- Kohn-Sham gap (Eh) = 0.2216
- HOMO energy (eV) = -14.404
- 2S+1 = 1
- LUMO energy (eV) = -8.374
- total charge = +2